Entry 1:
Density functional theory data (ωB97M-V/def2-TZVPD) for the molecule C6H10.

## Properties
Total energy (eV): -6380.0227
HOMO (eV): -8.2
Orbital gap (eV): 8.190

CARTESIAN COORDINATES (ANGSTROEM)
C  -0.665606  2.116745  0.947947
C  0.555846  1.347442  0.437678
C  0.285684  0.215901  -0.510125
C  0.357710  -2.222461  -1.230226
C  0.198557  -1.124780  -0.204230
C  -0.394470  -1.177573  1.057244
H  -1.265684  2.541669  0.134963
H  -1.289319  1.431140  1.529967
H  -0.343646  2.940213  1.595541
H  1.222249  2.043734  -0.091904
H  1.087274  0.935479  1.299512
H  0.174183  0.495248  -1.566309
H  0.609723  -3.164473  -0.731939
H  -0.560803  -2.388912  -1.805937
H  1.164949  -1.986811  -1.931938
H  -1.136649  -2.002562  1.069757

Forces on the atoms, in the same order (eV/Å):
-0.066 0.016 -0.007
0.088 -0.068 0.019
-0.013 0.069 0.043
0.006 -0.080 -0.025
-0.061 0.053 0.146
0.086 -0.135 -0.350
0.088 -0.097 0.084
0.070 0.126 -0.094
-0.066 -0.117 -0.117
-0.069 -0.086 0.079
-0.071 0.048 -0.088
-0.021 -0.052 0.181
-0.051 0.152 -0.083
0.104 0.066 0.125
-0.128 -0.034 0.084
0.103 0.139 0.000


Entry 2:
Density functional theory data (ωB97M-V/def2-TZVPD) for a structure of composition C16H23GaN6O7 in a non-equilibrium geometry.

## Properties
Net charge: +2
Total energy (eV): -92596.4079
HOMO (eV): -15.9
Orbital gap (eV): 7.681

CARTESIAN COORDINATES (ANGSTROEM)
Ga  0.255873  2.348687  0.638865
O  -5.015093  3.598943  -1.856471
C  -3.834672  3.300486  -1.362295
C  -2.846295  2.585009  -2.079203
C  -1.672056  2.296886  -1.431095
N  -1.505682  2.664695  -0.169729
C  -2.354183  3.431450  0.505122
C  -3.556469  3.768470  -0.057401
C  -1.745092  3.875301  1.833033
O  -2.346856  4.506617  2.643792
O  -0.477978  3.469585  1.978959
C  -0.422991  1.600057  -1.928714
O  -0.413811  0.871442  -2.886462
O  0.638592  1.790257  -1.152892
H  -5.175426  3.292673  -2.758646
H  -2.994076  2.292048  -3.110322
H  -4.283743  4.376933  0.461923
O  3.402451  -0.267760  0.448918
N  2.362858  0.061044  0.052314
C  1.915023  -5.109710  -1.162703
C  0.845574  -4.817688  -2.208409
C  -0.564024  -4.860316  -1.623916
C  1.139235  -3.469627  -2.926780
N  1.030972  -2.363518  -1.990461
C  -0.090547  -1.798269  -1.456748
N  0.262343  -0.939605  -0.546318
N  1.588986  -1.015946  -0.547433
N  2.070006  -1.877005  -1.393915
H  1.701754  -6.060324  -0.676579
H  1.954631  -4.346880  -0.380920
H  2.899449  -5.178547  -1.624343
H  0.915428  -5.570581  -2.996693
H  -0.655200  -4.257455  -0.717008
H  -0.802133  -5.886043  -1.348948
H  -1.311728  -4.538330  -2.351623
H  0.433203  -3.313543  -3.741166
H  2.159088  -3.467460  -3.306994
H  -1.099249  -2.007421  -1.763964
C  -0.518343  0.819336  3.906247
C  0.269976  0.165175  2.788093
O  1.102035  1.092575  2.021834
C  2.270098  1.626507  2.693246
C  2.673420  2.898840  1.979970
H  -1.207209  0.082673  4.317439
H  -1.097398  1.662618  3.534561
H  0.121635  1.168378  4.714053
H  -0.414275  -0.255604  2.049367
H  0.919481  -0.623194  3.175238
H  3.062638  0.875597  2.639962
H  2.032038  1.835085  3.735457
H  2.851258  2.714125  0.909803
H  3.609975  3.278180  2.387673
H  1.916527  3.675170  2.142275

Forces on the atoms, in the same order (eV/Å):
-0.866 0.091 0.271
-0.335 0.199 0.054
0.589 -0.161 0.128
-0.069 -0.020 -0.132
-0.182 0.033 0.039
0.540 -0.119 0.216
-0.094 0.004 0.029
-0.211 0.028 -0.021
-0.301 0.028 -0.073
-0.037 -0.023 -0.073
0.809 -0.251 -0.308
-0.299 -0.378 -0.299
-0.008 0.222 0.061
0.542 0.238 0.961
0.160 -0.062 -0.025
-0.011 -0.012 -0.007
0.040 0.040 0.035
-0.387 -0.265 -0.573
1.473 1.120 1.025
-0.040 -0.133 -0.130
0.076 0.461 0.058
0.098 -0.136 -0.163
0.038 -1.189 -0.271
-0.368 0.369 0.646
0.092 -0.049 -0.043
0.002 0.492 0.119
-1.177 -1.954 -1.194
0.722 0.410 -0.015
0.044 -0.002 0.036
-0.042 -0.004 0.038
0.059 -0.009 0.058
0.003 0.079 -0.062
-0.003 -0.010 0.036
-0.057 0.018 0.073
-0.057 -0.009 0.016
0.019 0.242 0.059
-0.055 0.165 -0.045
-0.019 -0.080 -0.045
0.193 0.133 -0.165
-0.604 -0.155 0.377
-0.645 0.536 -0.684
0.528 0.368 0.146
-0.280 -0.157 0.032
0.029 -0.050 0.021
-0.027 -0.018 0.070
-0.021 -0.006 0.036
0.145 -0.096 -0.021
0.094 0.064 -0.182
-0.157 -0.024 0.079
-0.101 -0.097 -0.058
0.046 0.031 -0.017
0.011 0.052 -0.082
0.102 0.044 -0.035


Entry 3:
Density functional theory data (ωB97M-V/def2-TZVPD) for the molecule C9H10OS in a non-equilibrium geometry.

## Properties
Structure (SMILES): O[C@@H]1CS[C@H]1c1ccccc1
Total energy (eV): -22375.8626
HOMO (eV): -8.7
Orbital gap (eV): 9.374

CARTESIAN COORDINATES (ANGSTROEM)
O  0.092381  -2.852722  0.478194
C  -0.179280  -1.622433  0.970417
C  -1.202957  -1.774946  2.046120
S  -2.269006  -0.414641  1.636134
C  -1.173583  -0.649383  0.105042
C  -0.440414  0.507167  -0.453050
C  0.285313  0.196941  -1.614142
C  1.043857  1.114999  -2.195334
C  1.100810  2.463437  -1.624539
C  0.453255  2.772839  -0.412654
C  -0.370908  1.731552  0.133044
H  0.592878  -2.989391  -0.326599
H  0.752580  -1.184253  1.432427
H  -1.679470  -2.726855  1.827259
H  -0.766549  -1.609164  3.001468
H  -1.443657  -1.362114  -0.667519
H  0.288212  -0.827586  -2.042469
H  1.554800  1.067906  -3.208077
H  1.704007  3.164394  -2.018647
H  0.479553  3.653244  0.083135
H  -1.005758  1.974608  0.959251

Forces on the atoms, in the same order (eV/Å):
-0.158 -2.478 -0.631
-0.030 2.617 0.457
-0.081 -0.861 0.614
0.190 0.360 -1.964
1.809 -0.709 1.583
-0.357 -0.851 -0.371
-0.408 -2.002 0.126
1.705 4.732 -1.708
-1.992 -3.099 2.518
-0.652 -4.964 -2.581
0.662 1.692 -0.606
0.271 0.829 -0.092
-0.821 0.351 -1.013
-0.152 -0.161 0.818
-0.042 -0.713 1.097
-1.150 0.262 -0.117
-0.378 0.698 0.375
-0.597 -0.635 1.519
1.963 2.247 -1.699
0.331 2.832 1.117
-0.111 -0.144 0.558


Entry 4:
Density functional theory data (ωB97M-V/def2-TZVPD) for a structure of composition C18H54F2KN5O13S2 in a non-equilibrium geometry.

## Properties
Total energy (eV): -97039.2858
HOMO (eV): -9.1
Orbital gap (eV): 8.124

CARTESIAN COORDINATES (ANGSTROEM)
K  3.653223  1.094916  2.432985
N  1.007948  -0.288685  1.391544
S  0.007183  -1.415179  1.005384
O  0.609076  -2.593997  0.437358
O  -1.355734  -1.076168  0.623955
F  -0.252817  -1.732236  2.554398
S  0.998861  0.285298  -0.220570
O  -0.053441  1.124870  -0.615443
O  1.624032  -0.633732  -1.128776
F  2.252583  1.288356  -0.012868
C  4.371929  -3.194972  3.250760
C  3.164097  -2.862355  2.406592
O  3.327327  -1.600811  1.752019
H  5.315616  -3.156842  2.703293
H  4.307274  -4.216745  3.624864
H  4.466219  -2.467629  4.061362
H  2.228960  -2.913157  2.963548
H  3.146042  -3.624181  1.621321
H  2.498077  -1.116613  1.870242
C  -4.023699  2.829330  -0.309245
C  -3.879028  1.519209  -1.065153
O  -2.773298  1.624902  -1.956501
H  -4.424599  3.705248  -0.816807
H  -3.048304  3.103491  0.098821
H  -4.693143  2.656104  0.540094
H  -4.669094  1.212160  -1.759826
H  -3.956018  0.635961  -0.417887
H  -1.996723  1.830675  -1.424628
C  1.215737  1.518238  -4.230220
C  0.751062  2.949896  -4.133866
O  -0.074839  3.388581  -5.205384
H  1.698524  1.107784  -3.340886
H  1.969978  1.360354  -5.005889
H  0.381297  0.871783  -4.506750
H  1.573356  3.654489  -3.978609
H  0.132709  3.087588  -3.236760
H  -0.968439  3.165098  -4.930599
C  -3.253438  -2.490269  -2.142023
C  -3.523332  -3.688300  -3.045819
O  -4.635984  -3.474578  -3.925118
H  -2.963715  -1.600748  -2.701852
H  -2.464856  -2.712464  -1.419868
H  -4.136939  -2.286018  -1.530364
H  -3.893871  -4.490786  -2.397114
H  -2.632328  -3.977822  -3.599244
H  -5.344555  -3.239037  -3.317472
C  5.079016  -1.821919  -1.988931
C  5.404318  -0.740192  -0.927292
O  5.682127  -1.434170  0.310772
H  4.267301  -1.585760  -2.678669
H  4.778847  -2.748325  -1.505538
H  5.987822  -1.905286  -2.586491
H  4.486942  -0.143626  -0.917883
H  6.233222  -0.094075  -1.196865
H  4.848670  -1.629392  0.755328
C  3.297710  4.219034  0.287351
O  4.115817  3.356250  0.624446
N  2.531196  4.097975  -0.834856
N  2.921315  5.284875  1.042180
H  2.227651  4.988644  -1.192778
H  2.419073  3.359363  -1.505460
H  2.324955  5.980669  0.647167
H  3.156029  5.175873  2.013894
C  0.463315  -3.645535  -3.160987
O  0.001199  -3.789309  -4.300441
N  0.141321  -4.413545  -2.089472
N  1.392506  -2.713588  -2.896988
H  0.458477  -4.234463  -1.157279
H  -0.606415  -5.059678  -2.280164
H  1.566488  -2.483761  -1.938166
H  1.717351  -2.153168  -3.663112
C  -2.112273  2.780249  3.449981
C  -1.194336  2.290283  2.331071
C  -0.364488  3.432824  1.761639
O  -0.234671  1.496801  3.078943
H  -3.085768  3.031613  3.022659
H  -1.602906  3.586183  3.972967
H  -2.293643  1.969587  4.152727
H  -1.629530  1.596714  1.609484
H  -1.020776  4.043562  1.137245
H  0.568084  3.175811  1.252091
H  0.098021  3.990596  2.581034
H  0.043593  0.724033  2.591398
C  -2.819964  -1.372609  4.293087
C  -3.986319  -1.366673  3.334462
C  -4.312116  0.044888  2.846167
O  -3.795537  -2.090893  2.095394
H  -2.031587  -0.668323  4.029703
H  -2.473402  -2.406099  4.216774
H  -3.094026  -1.177289  5.329994
H  -4.892037  -1.910649  3.614379
H  -5.143666  0.187220  2.154434
H  -3.446612  0.329315  2.234510
H  -4.409729  0.804001  3.625744
H  -3.345475  -1.519044  1.461348

Forces on the atoms, in the same order (eV/Å):
0.160 0.255 -0.430
-0.174 2.306 -4.063
-4.499 -5.235 3.349
-0.441 0.905 0.470
2.154 0.337 -0.537
0.342 -0.817 -0.054
4.856 1.457 -0.711
-0.809 0.393 0.144
-1.111 0.595 0.626
-0.489 0.159 0.551
0.235 0.402 0.362
0.813 -1.082 -0.715
0.124 0.318 0.928
-0.191 0.138 -0.344
-0.190 0.118 0.274
0.004 -0.271 0.258
0.032 0.136 0.036
-0.463 0.059 -0.039
-0.147 -0.262 -0.610
-0.734 -0.469 0.892
-0.622 0.147 -1.434
0.340 -0.473 0.439
0.117 -0.282 -0.556
0.021 -0.022 0.062
0.081 0.127 0.128
-0.481 0.943 0.095
1.200 0.136 0.447
0.140 -0.183 -0.088
0.370 -0.616 -0.759
-0.561 0.434 1.157
0.402 -0.145 -0.109
-0.309 0.294 0.339
-0.106 0.326 -0.211
-0.066 -0.024 0.234
0.144 -0.022 -0.525
0.205 -0.311 0.274
-0.100 0.015 -0.303
0.100 -0.106 0.009
-0.796 -0.015 0.869
0.416 0.392 -0.130
-0.082 0.017 -0.013
0.137 -0.073 -0.134
-0.096 0.179 -0.130
0.813 -0.368 0.092
-0.214 -0.030 -0.258
-0.214 0.054 -0.308
0.808 0.694 -0.439
-1.615 -1.564 -0.095
0.470 1.153 -0.267
0.012 0.417 0.095
0.364 -0.084 0.040
-0.146 -0.804 -0.121
0.144 0.403 0.808
0.189 -0.171 0.125
-0.167 0.113 -0.211
-0.386 -2.040 -0.546
-0.526 0.493 0.704
-0.393 1.499 -0.804
1.164 -0.530 0.245
-0.453 -0.143 -0.162
0.892 -0.434 0.382
-0.347 0.184 0.528
-0.038 0.806 -0.053
-0.136 0.033 -1.539
0.035 -0.322 1.091
-0.792 -0.733 -0.511
0.539 0.126 0.221
-0.095 0.092 0.096
0.066 -0.029 0.398
0.308 0.347 -0.140
-0.102 0.175 0.198
-0.603 -0.452 -0.962
1.994 -0.603 1.651
-0.083 0.238 -0.231
0.279 0.049 0.760
0.037 0.604 0.264
-0.354 0.196 0.002
0.093 -0.059 -0.057
-0.404 0.525 -0.231
0.427 0.411 -0.032
-0.566 -0.656 -0.721
-0.792 0.317 0.270
-0.048 -0.030 -0.338
-0.167 -1.052 -0.091
-1.600 0.839 -2.114
0.323 0.819 0.098
0.833 -0.382 0.180
-0.019 -0.083 -0.257
0.537 0.152 0.344
-0.284 0.016 -0.063
0.200 0.378 1.218
-0.321 -0.629 0.252
0.165 0.220 0.206
0.023 -0.155 0.146
0.217 -0.176 0.093


The calculation returns the following energy above the lowest of the compared OMol25 structures with the same formula, charge and spin values, one per record and in order: 3.837, 3.059, 0.724, 0.976 eV.